The following is a DFT calculation (wB97M-V/def2-TZVPD) of C29H73GaN10O12PS as an isolated structure in a non-equilibrium geometry.

Atoms and positions in Å:
C 2.456 -1.781 2.097
C 2.313 -0.437 1.372
C 1.342 -0.613 0.215
C 0.980 0.685 -0.495
C -0.059 1.532 0.231
C -1.512 1.178 -0.064
C -1.901 -0.180 0.553
C -3.297 -0.230 1.126
C -3.726 -1.600 1.700
Ga -2.347 -3.124 1.741
P -3.458 -5.252 1.642
O -4.440 -5.296 0.303
O -4.399 -5.563 2.942
S -2.123 -6.679 1.393
H 2.979 -1.661 3.044
H 2.999 -2.500 1.489
H 1.483 -2.219 2.300
H 1.947 0.261 2.121
H 3.306 -0.182 1.011
H 1.828 -1.263 -0.510
H 0.491 -1.172 0.586
H 0.644 0.487 -1.511
H 1.886 1.280 -0.555
H 0.065 2.558 -0.129
H 0.109 1.569 1.304
H -2.142 1.954 0.370
H -1.692 1.155 -1.138
H -1.225 -0.367 1.381
H -1.737 -0.956 -0.184
H -4.010 0.143 0.386
H -3.321 0.499 1.935
H -4.632 -1.963 1.212
H -3.999 -1.416 2.736
H -1.464 -3.139 3.066
H -1.324 -3.169 0.512
H -3.960 -4.872 -0.431
H -4.392 -6.533 3.056
O -1.201 -0.843 4.148
C -0.984 -0.483 5.281
N 0.284 -0.468 5.795
C -2.085 -0.031 6.216
H 0.495 -0.180 6.731
H 1.037 -0.772 5.196
H -2.797 -0.846 6.336
H -2.595 0.822 5.772
H -1.708 0.255 7.199
O 3.277 3.207 -0.013
C 4.363 3.600 -0.388
N 4.585 4.907 -0.696
C 5.542 2.668 -0.548
H 5.466 5.255 -1.022
H 3.815 5.548 -0.611
H 5.282 1.891 -1.265
H 5.754 2.202 0.412
H 6.437 3.185 -0.896
O 3.618 -0.227 5.224
C 4.710 -0.515 5.667
N 5.830 0.158 5.266
C 4.924 -1.618 6.672
H 6.748 -0.056 5.604
H 5.715 0.895 4.591
H 4.571 -2.554 6.240
H 4.353 -1.401 7.568
H 5.969 -1.729 6.948
O 2.513 -1.152 -3.077
C 1.932 -1.119 -4.139
N 1.559 0.064 -4.708
C 1.569 -2.369 -4.907
H 1.069 0.125 -5.580
H 1.776 0.909 -4.207
H 0.929 -2.989 -4.281
H 2.481 -2.919 -5.135
H 1.047 -2.149 -5.838
O -3.877 -4.524 -3.303
C -4.800 -5.163 -3.763
N -4.712 -5.730 -5.007
C -6.094 -5.383 -3.025
H -5.451 -6.265 -5.422
H -3.853 -5.606 -5.515
H -6.547 -4.418 -2.804
H -5.878 -5.895 -2.087
H -6.804 -5.981 -3.598
O -5.961 -0.191 -6.830
C -5.531 -1.141 -6.202
N -5.185 -2.302 -6.827
C -5.345 -1.124 -4.706
H -4.830 -3.103 -6.336
H -5.299 -2.345 -7.825
H -6.306 -0.935 -4.231
H -4.653 -0.326 -4.443
H -4.945 -2.068 -4.333
O 3.751 6.847 -2.951
C 3.311 6.474 -4.023
N 3.951 6.743 -5.190
C 2.027 5.688 -4.135
H 3.611 6.455 -6.089
H 4.808 7.268 -5.144
H 1.215 6.277 -3.714
H 2.127 4.768 -3.561
H 1.783 5.437 -5.167
O 6.016 -1.578 9.459
C 7.104 -1.875 9.908
N 8.233 -1.205 9.538
C 7.295 -2.997 10.900
H 9.144 -1.428 9.891
H 8.134 -0.449 8.883
H 6.943 -3.924 10.454
H 6.703 -2.785 11.788
H 8.337 -3.121 11.194
O 3.322 8.441 -8.284
C 2.358 9.139 -8.029
N 2.425 10.132 -7.103
C 1.023 8.958 -8.710
H 1.647 10.719 -6.870
H 3.301 10.273 -6.629
H 0.664 7.949 -8.520
H 1.155 9.090 -9.783
H 0.276 9.668 -8.358
O -8.836 -2.985 -0.463
C -8.511 -2.432 0.571
N -8.775 -1.110 0.777
C -7.799 -3.140 1.697
H -8.510 -0.624 1.612
H -9.242 -0.607 0.043
H -6.850 -3.528 1.329
H -8.416 -3.968 2.042
H -7.597 -2.477 2.537

The total energy is -5263.86191 a.u. The HOMO energy comes out at -3.94 eV. For the max |F|, the calculation gives 1.56 eV/Å. The charge is -1. The value obtained for the gap between HOMO and LUMO is 5.41 eV.



The following is a DFT calculation (wB97M-V/def2-TZVPD) of a 10-piece molecular cluster, C29H74ClN2O13 overall in a non-equilibrium geometry.

Atoms and positions in Å:
Cl -1.207 -0.161 -2.146
O -2.329 0.482 -1.589
O -0.790 0.574 -3.289
O -0.104 -0.239 -1.217
O -1.701 -1.456 -2.631
C 3.289 4.812 2.468
C 2.337 5.610 3.336
C 2.853 7.086 3.539
C 2.572 8.129 2.481
C 1.035 8.062 2.164
C 0.589 6.594 1.735
N 1.018 5.639 2.757
O 0.434 4.430 2.617
C -0.994 6.709 1.742
C 0.992 6.290 0.332
C 2.337 4.981 4.824
H 4.283 4.630 2.877
H 3.390 5.224 1.464
H 2.818 3.848 2.278
H 2.595 7.507 4.511
H 3.939 7.102 3.636
H 3.073 7.815 1.565
H 2.850 9.167 2.666
H 0.789 8.745 1.351
H 0.563 8.492 3.048
H -1.453 5.832 1.286
H -1.311 6.689 2.785
H -1.397 7.587 1.237
H 0.735 5.246 0.152
H 0.391 6.859 -0.377
H 2.037 6.396 0.041
H 1.634 5.576 5.408
H 3.302 5.125 5.309
H 2.088 3.920 4.835
H 0.760 4.080 1.785
C 1.504 -4.222 3.966
C 2.750 -5.034 4.393
C 2.432 -6.561 4.718
C 2.389 -7.481 3.463
C 3.687 -7.268 2.720
C 3.998 -5.815 2.300
N 3.834 -4.884 3.422
O 4.118 -3.545 3.036
C 5.495 -5.783 1.818
C 3.123 -5.404 1.078
C 3.257 -4.444 5.733
H 0.789 -4.044 4.769
H 0.967 -4.717 3.157
H 1.613 -3.190 3.635
H 3.199 -6.960 5.382
H 1.457 -6.619 5.201
H 1.536 -7.396 2.789
H 2.367 -8.514 3.812
H 3.679 -7.802 1.770
H 4.460 -7.651 3.386
H 5.750 -4.853 1.310
H 6.042 -5.808 2.760
H 5.812 -6.635 1.216
H 2.056 -5.559 1.239
H 3.317 -4.373 0.784
H 3.534 -5.904 0.201
H 3.362 -3.364 5.628
H 4.238 -4.772 6.078
H 2.593 -4.665 6.569
H 3.332 -3.335 2.527
C -7.740 -1.444 -4.542
C -6.996 -0.647 -5.648
O -7.107 -1.491 -6.788
H -7.790 -0.869 -3.617
H -7.272 -2.393 -4.282
H -8.729 -1.779 -4.852
H -5.986 -0.431 -5.300
H -7.566 0.266 -5.816
H -8.010 -1.816 -6.806
C -0.252 -5.420 -6.773
C -0.420 -4.193 -7.763
O -1.631 -3.476 -7.470
H 0.305 -5.215 -5.859
H 0.331 -6.180 -7.292
H -1.186 -5.964 -6.631
H -0.357 -4.557 -8.788
H 0.392 -3.476 -7.642
H -1.497 -3.233 -6.551
C -4.498 0.953 5.081
C -3.687 1.825 6.083
O -3.619 3.192 5.665
H -4.278 1.152 4.032
H -5.567 1.087 5.245
H -4.283 -0.109 5.195
H -2.672 1.440 6.177
H -4.253 1.709 7.007
H -2.923 3.227 5.004
C 5.536 1.669 -4.912
C 6.904 0.975 -4.669
O 7.471 0.698 -5.976
H 5.441 2.535 -5.567
H 5.086 2.056 -3.998
H 4.775 1.009 -5.328
H 6.863 0.055 -4.085
H 7.512 1.725 -4.164
H 6.852 0.222 -6.535
C -4.747 -4.421 1.308
O -4.887 -4.719 -0.040
H -3.850 -4.881 1.722
H -4.711 -3.348 1.493
H -5.537 -4.875 1.907
H -4.366 -4.061 -0.508
C -8.034 3.407 -0.848
O -9.421 3.193 -0.939
H -7.857 4.466 -0.656
H -7.713 2.751 -0.039
H -7.539 3.118 -1.775
H -9.723 3.445 -0.064
C -1.134 1.979 -9.310
O -2.462 1.455 -8.992
H -1.157 3.062 -9.185
H -0.321 1.555 -8.720
H -0.857 1.765 -10.342
H -2.943 2.227 -8.686

The total energy is -2696.67786 a.u. The HOMO energy comes out at -5.84 eV. For the max |F|, the calculation gives 3.43 eV/Å. The charge is -1. The value obtained for the gap between HOMO and LUMO is 7.86 eV.



The following is a DFT calculation (wB97M-V/def2-TZVPD) of a 7-piece molecular cluster, C29H74ClN6O10 overall in a non-equilibrium geometry.

Atoms and positions in Å:
Cl -0.192 -0.338 -0.879
O -1.126 0.541 -1.527
O -0.757 -1.683 -0.863
O 1.121 -0.327 -1.482
O -0.150 0.151 0.500
C 2.198 3.184 -1.530
C 1.748 3.499 -0.100
C 2.194 4.930 0.356
O 3.606 4.964 0.370
C 4.095 6.187 1.018
N 0.296 3.361 -0.124
H 2.135 2.113 -1.726
H 3.196 3.563 -1.751
H 1.541 3.633 -2.276
H 2.179 2.781 0.599
H 1.845 5.150 1.365
H 1.992 5.723 -0.365
H 3.438 6.685 1.731
H 4.406 6.890 0.245
H 5.051 6.182 1.543
H 0.035 3.040 0.797
H 0.175 2.561 -0.727
C 6.360 -3.727 2.389
C 6.143 -2.358 3.121
C 4.639 -1.980 3.106
O 4.305 -1.578 1.796
C 2.900 -1.254 1.558
N 6.561 -2.568 4.560
H 5.792 -3.767 1.459
H 6.104 -4.597 2.993
H 7.439 -3.851 2.293
H 6.676 -1.531 2.653
H 4.401 -1.240 3.870
H 4.056 -2.837 3.444
H 2.363 -2.202 1.583
H 2.725 -0.781 0.591
H 2.425 -0.546 2.238
H 6.390 -1.644 4.930
H 7.558 -2.544 4.400
C 1.690 -3.122 -5.991
C 1.709 -2.236 -4.680
C 2.827 -1.207 -4.620
O 2.866 -0.324 -5.743
C 3.973 0.569 -5.742
N 0.403 -1.630 -4.540
H 1.319 -2.538 -6.834
H 1.036 -3.976 -5.815
H 2.693 -3.425 -6.291
H 2.019 -2.791 -3.795
H 3.788 -1.713 -4.529
H 2.843 -0.613 -3.706
H 4.904 0.005 -5.791
H 3.928 1.292 -4.928
H 3.965 1.159 -6.659
H 0.375 -1.105 -3.678
H 0.395 -0.899 -5.237
C -0.065 -5.001 -2.717
C -1.556 -4.642 -2.783
C -2.278 -5.011 -1.521
O -3.534 -4.384 -1.598
C -4.371 -4.807 -0.480
N -1.699 -3.233 -3.091
H 0.114 -6.005 -2.331
H 0.226 -4.220 -2.015
H 0.545 -4.925 -3.618
H -1.990 -5.144 -3.648
H -1.710 -4.607 -0.683
H -2.300 -6.096 -1.414
H -3.746 -4.820 0.412
H -4.662 -5.853 -0.574
H -5.191 -4.144 -0.207
H -0.879 -2.877 -3.561
H -1.611 -2.805 -2.181
C -4.663 0.048 -0.578
C -4.687 -1.417 -1.155
C -6.147 -1.981 -1.448
O -5.975 -3.204 -2.262
C -7.223 -3.885 -2.443
N -3.963 -1.343 -2.418
H -3.646 0.436 -0.511
H -5.037 -0.055 0.440
H -5.306 0.696 -1.175
H -4.119 -2.081 -0.503
H -6.863 -1.300 -1.909
H -6.634 -2.267 -0.516
H -7.632 -4.192 -1.480
H -7.220 -4.761 -3.091
H -7.942 -3.165 -2.833
H -3.281 -0.642 -2.165
H -4.601 -0.756 -2.937
C 1.049 1.740 3.393
C -0.173 2.600 3.871
C 0.407 4.054 3.961
C -0.626 5.164 4.112
C -1.694 4.914 3.024
C -2.401 3.515 2.946
N -1.353 2.496 2.919
O -1.823 1.169 2.698
C -3.416 3.385 4.120
C -3.139 3.507 1.551
C -0.571 2.175 5.301
H 0.719 0.705 3.485
H 1.940 1.887 4.003
H 1.319 1.810 2.339
H 1.131 4.008 4.774
H 1.030 4.175 3.074
H -0.164 6.113 3.839
H -1.183 5.152 5.048
H -1.258 5.158 2.055
H -2.459 5.665 3.217
H -2.936 3.593 5.076
H -4.253 4.077 4.029
H -3.814 2.381 4.267
H -3.611 2.546 1.349
H -3.891 4.264 1.328
H -2.445 3.724 0.739
H -1.146 2.951 5.805
H 0.339 1.957 5.860
H -1.300 1.366 5.259
H -1.231 0.960 1.972

The total energy is -2690.03805 a.u. The energy above the lowest of the compared OMol25 structures with the same formula, charge and spin comes out at 292.2 kJ/mol. The HOMO energy comes out at -5.10 eV. For the max |F|, the calculation gives 3.06 eV/Å. The charge is -1. The value obtained for the gap between HOMO and LUMO is 7.49 eV.